Entry 1:
Below is a 2-piece molecular cluster, C3H7N5 overall in a non-equilibrium geometry, with properties calculated with wB97M-V/def2-TZVPD.

Cartesian coordinates (Å):
1 C 0.7926 -1.4996 0.1898
2 C 0.2205 -0.0068 0.1414
3 C -0.7648 2.2710 -0.3514
4 H 0.1743 -2.3992 1.9614
5 H 1.4455 -0.9545 2.2280
6 H -0.0177 -2.1092 -0.2494
7 H 1.5635 -1.4518 -0.4982
8 H -1.4294 3.0913 -0.6414
9 H -1.9392 0.9560 -1.7827
10 H 0.3148 -0.1135 -2.0154
11 N 1.1580 -2.0919 1.4789
12 N 0.0755 0.8884 1.1104
13 N -0.3664 2.1019 0.8280
14 N -0.9978 1.1816 -1.2336
15 N -0.2292 0.1362 -1.1657

Calculated values
HOMO energy	-7.790	eV
total charge	0
HOMO-LUMO gap	0.30528	hartree
energy above the lowest of the compared OMol25 structures with the same formula, charge and spin	572.54	kJ/mol
LUMO	0.019	Ha
multiplicity	1



Entry 2:
Below is a single CH2Cl2 molecule in a non-equilibrium geometry, with properties calculated with wB97M-V/def2-TZVPD.

Cartesian coordinates (Å):
1 Cl -1.7318 0.0054 -0.4251
2 C 0.0453 0.0902 0.0216
3 Cl 0.9626 -1.3223 -0.3135
4 H 0.5420 0.9761 -0.3740
5 H 0.1818 0.2507 1.0910

Calculated values
SMILES	ClCCl
HOMO energy	-10.962	eV
total charge	0
HOMO-LUMO gap	0.43701	hartree
energy above the lowest of the compared OMol25 structures with the same formula, charge and spin	20.36	kJ/mol
LUMO	0.034	Ha
multiplicity	1



Entry 3:
Below is a single C4H11NS molecule in a non-equilibrium geometry, with properties calculated with wB97M-V/def2-TZVPD.

Cartesian coordinates (Å):
1 C -1.5197 -1.1031 0.4168
2 C -0.8494 -0.7747 -0.9869
3 N -0.1850 0.4803 -1.0868
4 C 1.1567 0.6558 -0.7004
5 C 1.5464 0.5128 0.7619
6 S 0.7865 1.7499 1.8766
7 H -0.8727 -1.0934 1.2661
8 H -2.2134 -0.2828 0.6029
9 H -2.0602 -1.9868 0.3903
10 H -0.1412 -1.5400 -1.2761
11 H -1.6497 -0.7347 -1.7195
12 H -0.7524 1.2958 -0.9167
13 H 1.4779 1.6348 -1.1346
14 H 1.7706 -0.0930 -1.2497
15 H 1.3302 -0.5056 1.0782
16 H 2.6521 0.5953 0.9235
17 H -0.4766 1.1894 1.7544

Calculated values
SMILES	CCNCCS
HOMO energy	-8.495	eV
total charge	0
HOMO-LUMO gap	0.34756	hartree
energy above the lowest of the compared OMol25 structures with the same formula, charge and spin	60.92	kJ/mol
LUMO	0.035	Ha
multiplicity	1



Entry 4:
Below is C49H50N16PPbS3 as an isolated structure in a non-equilibrium geometry, with properties calculated with wB97M-V/def2-TZVPD.

Cartesian coordinates (Å):
1 Pb -0.0729 -0.0965 2.0775
2 C 1.7971 5.5768 3.9658
3 N 1.7870 4.1425 3.6982
4 C 2.8319 3.2908 3.9302
5 C 2.4284 2.0613 3.4903
6 N 1.1566 2.1469 2.9933
7 C 0.7800 3.4140 3.1274
8 P -0.7464 4.2493 2.5256
9 C -0.4580 3.6670 0.7795
10 N -0.6100 2.4436 0.4588
11 C 0.1759 2.2495 -0.7424
12 C 0.5468 3.6492 -1.3095
13 N 0.2420 4.4650 -0.1261
14 C 0.0666 5.9038 -0.2464
15 C -2.0836 3.1537 3.0916
16 N -2.2538 1.8556 2.9512
17 C -3.4710 1.5630 3.4873
18 C -4.0561 2.7037 3.9685
19 N -3.1756 3.7137 3.7222
20 C -3.3719 5.1147 4.0783
21 H 2.6347 5.8044 4.6186
22 H 1.9042 6.1432 3.0422
23 H 0.8752 5.8800 4.4534
24 H 3.7550 3.6237 4.3768
25 H 2.9600 1.1196 3.5047
26 H -0.2400 1.5099 -1.4251
27 H 0.0668 4.0414 -2.2126
28 H -0.3985 6.1478 -1.2059
29 H -0.5806 6.2667 0.5487
30 H 1.0208 6.4297 -0.1875
31 H -3.8554 0.5529 3.4786
32 H -5.0036 2.8756 4.4538
33 H -4.2889 5.2051 4.6531
34 H -2.5436 5.4752 4.6829
35 H -3.4479 5.7359 3.1889
36 S 1.9195 -1.5742 3.1668
37 C 3.2194 -1.4515 2.0002
38 N 4.4197 -1.8019 2.4154
39 N 5.4205 -2.0247 1.5622
40 C 5.4013 -2.5730 0.2642
41 C 4.3716 -3.4093 -0.1624
42 C 4.4779 -4.0656 -1.3736
43 C 5.5850 -3.8721 -2.1949
44 C 6.5940 -3.0177 -1.7801
45 C 6.5120 -2.3796 -0.5494
46 N 3.1762 -0.8516 0.7544
47 N 2.2122 -0.0867 0.5335
48 C 2.3091 0.7129 -0.6188
49 C 1.6979 2.0621 -0.4185
50 C 2.0193 3.1902 -1.4242
51 C 2.3893 2.6246 -2.7677
52 C 2.7354 1.3426 -2.9248
53 C 2.7911 0.3758 -1.8200
54 H 6.3221 -1.9251 1.9903
55 H 3.5099 -3.5794 0.4716
56 H 3.6967 -4.7532 -1.6678
57 H 5.6702 -4.3995 -3.1377
58 H 7.4611 -2.8560 -2.4092
59 H 7.3175 -1.7352 -0.2139
60 H 1.8764 2.3720 0.6089
61 H 2.7552 3.9388 -1.1093
62 H 2.4086 3.3092 -3.6110
63 H 3.0267 0.9903 -3.9093
64 H 3.2186 -0.6083 -1.9832
65 N -2.5055 -3.0436 4.7905
66 C -2.9502 -3.6928 3.6600
67 C -2.3995 -3.0225 2.6101
68 N -1.6298 -1.9875 3.0783
69 C -1.7072 -2.0224 4.3899
70 C -1.0345 -1.0498 5.2392
71 N -0.3744 -0.0202 4.7553
72 C 0.1233 0.6605 5.8360
73 C -0.2483 0.0368 6.9882
74 N -0.9888 -1.0525 6.5961
75 H -2.7141 -3.3205 5.7328
76 H -3.6083 -4.5435 3.7070
77 H -2.5034 -3.2059 1.5521
78 H 0.7300 1.5444 5.7196
79 H -0.0509 0.2639 8.0216
80 H -1.3861 -1.7326 7.2189
81 S -2.5533 -0.5127 -0.0785
82 C -1.6854 -0.6987 -1.4780
83 N -1.9194 0.0351 -2.5820
84 C -1.1104 -0.1322 -3.7830
85 C -0.8304 -1.5923 -3.9634
86 N -0.1247 -2.0740 -2.7817
87 C 0.9096 -3.0626 -3.0301
88 C 0.3589 -4.4496 -3.2953
89 C 1.1328 -5.3631 -4.0048
90 C 0.6916 -6.6643 -4.1944
91 C -0.5402 -7.0626 -3.6926
92 C -1.3293 -6.1489 -3.0091
93 C -0.8804 -4.8491 -2.8091
94 C -0.5551 -1.7295 -1.5510
95 S 0.0845 -2.3595 -0.1554
96 C -2.9672 1.0563 -2.6619
97 C -4.0101 0.6820 -3.6876
98 C -4.7882 -0.4567 -3.4886
99 C -5.7418 -0.8250 -4.4247
100 C -5.9261 -0.0596 -5.5712
101 C -5.1495 1.0701 -5.7788
102 C -4.1916 1.4363 -4.8399
103 H -0.1736 0.4287 -3.6967
104 H -1.6750 0.2485 -4.6310
105 H -0.2068 -1.7604 -4.8384
106 H -1.7712 -2.1333 -4.1026
107 H 1.5735 -3.0944 -2.1677
108 H 1.4843 -2.7250 -3.8946
109 H 2.0883 -5.0528 -4.4154
110 H 1.3117 -7.3706 -4.7330
111 H -0.8860 -8.0786 -3.8372
112 H -2.2965 -6.4470 -2.6230
113 H -1.4997 -4.1483 -2.2598
114 H -2.5016 2.0108 -2.9229
115 H -3.4117 1.1446 -1.6779
116 H -4.6470 -1.0486 -2.5887
117 H -6.3485 -1.7066 -4.2585
118 H -6.6779 -0.3425 -6.2972
119 H -5.2874 1.6679 -6.6712
120 H -3.5874 2.3234 -5.0027

Calculated values
HOMO energy (spin up / spin down)	-8.367 / -8.368	eV
total charge	+1
HOMO-LUMO gap (spin up / spin down)	0.21707 / 0.21709	hartree
energy above the lowest of the compared OMol25 structures with the same formula, charge and spin	136.08	kJ/mol
LUMO (spin up / spin down)	-0.090 / -0.090	Ha
multiplicity	1



Entry 5:
Below is a 2-piece molecular cluster, Br2FH2PSi overall in a non-equilibrium geometry, with properties calculated with wB97M-V/def2-TZVPD.

Cartesian coordinates (Å):
1 F 2.5967 -0.0566 -1.8893
2 Si 2.9193 -0.0850 -0.3541
3 P 0.1843 0.7548 0.6626
4 Br 4.2363 1.5334 0.3171
5 Br 4.0156 -1.9976 0.1633
6 H -0.3646 -0.5218 0.6535
7 H -0.1118 0.6689 -0.7382

Calculated values
HOMO energy	-9.132	eV
total charge	0
HOMO-LUMO gap	0.28476	hartree
energy above the lowest of the compared OMol25 structures with the same formula, charge and spin	163.22	kJ/mol
LUMO	-0.051	Ha
multiplicity	1